# 1
Entry from OMol25: 10 unconnected molecules or ions with the total composition C24H48Br16O4S2 (wB97M-V/def2-TZVPD).

Atoms and positions in Å:
1 C -4.997 5.243 -0.613
2 C -3.849 6.094 -0.051
3 C -2.806 5.181 0.579
4 S -3.324 3.473 0.309
5 O -4.020 3.005 1.478
6 O -2.243 2.688 -0.195
7 C -4.494 3.909 -0.997
8 H -5.444 5.694 -1.510
9 H -5.857 5.144 0.054
10 H -4.221 6.776 0.715
11 H -3.397 6.731 -0.807
12 H -2.620 5.329 1.634
13 H -1.867 5.223 0.024
14 H -5.227 3.135 -1.162
15 H -3.817 3.954 -1.859
16 C 0.053 -3.377 -2.424
17 C -0.414 -4.591 -3.246
18 C 0.678 -4.916 -4.226
19 S 2.177 -4.666 -3.289
20 O 3.211 -4.365 -4.202
21 O 2.410 -5.694 -2.307
22 C 1.544 -3.253 -2.376
23 H -0.379 -3.505 -1.416
24 H -0.440 -2.456 -2.733
25 H -1.320 -4.309 -3.775
26 H -0.592 -5.473 -2.640
27 H 0.731 -4.258 -5.086
28 H 0.693 -5.964 -4.524
29 H 1.815 -2.316 -2.854
30 H 1.952 -3.289 -1.374
31 Br 1.342 -0.316 5.260
32 C 0.606 -2.094 5.059
33 C 1.721 -3.094 5.287
34 Br 1.050 -4.863 4.847
35 H 0.249 -2.171 4.039
36 H -0.233 -2.220 5.734
37 H 2.055 -3.144 6.308
38 H 2.526 -2.892 4.588
39 Br 1.864 -1.636 1.728
40 C 0.908 0.028 1.405
41 C -0.362 -0.192 0.691
42 Br -1.614 -1.134 1.855
43 H 1.583 0.743 0.950
44 H 0.690 0.341 2.416
45 H -0.262 -0.815 -0.196
46 H -0.849 0.727 0.364
47 Br 0.122 3.049 3.665
48 C -1.803 2.787 3.500
49 C -2.168 1.654 4.451
50 Br -4.032 1.147 4.255
51 H -2.015 2.500 2.476
52 H -2.249 3.723 3.791
53 H -2.020 1.928 5.489
54 H -1.612 0.757 4.227
55 Br -1.694 3.729 -6.085
56 C -1.691 2.810 -4.373
57 C -1.118 1.446 -4.542
58 Br -0.583 0.780 -2.800
59 H -2.702 2.747 -4.017
60 H -1.071 3.410 -3.723
61 H -0.262 1.387 -5.198
62 H -1.871 0.767 -4.938
63 Br 4.800 -2.742 -0.597
64 C 4.676 -3.944 0.911
65 C 4.563 -5.338 0.442
66 Br 4.330 -6.488 1.973
67 H 3.743 -3.671 1.397
68 H 5.449 -3.733 1.633
69 H 5.422 -5.699 -0.108
70 H 3.695 -5.472 -0.195
71 Br -4.618 0.580 -2.079
72 C -4.417 -0.655 -0.607
73 C -5.050 -0.089 0.635
74 Br -5.420 -1.556 1.841
75 H -3.360 -0.861 -0.485
76 H -4.907 -1.588 -0.867
77 H -6.026 0.329 0.422
78 H -4.456 0.669 1.133
79 Br 4.285 2.470 1.931
80 C 4.233 0.950 3.138
81 C 5.265 0.019 2.712
82 Br 5.251 -1.608 3.816
83 H 3.237 0.531 3.102
84 H 4.336 1.287 4.168
85 H 6.271 0.398 2.831
86 H 5.171 -0.329 1.689
87 Br 3.067 0.295 -1.707
88 C 3.691 1.703 -2.892
89 C 2.561 2.187 -3.690
90 Br 3.280 3.468 -4.983
91 H 4.447 1.262 -3.522
92 H 4.115 2.498 -2.297
93 H 1.811 2.671 -3.082
94 H 2.120 1.422 -4.306

Values from the calculation:
E in a.u.: -43224.84973
HOMO-LUMO gap in eV: 9.731
2S+1: 1
Relative energy (zero: lowest compared OMol25 entry of this formula, charge and spin) in kJ/mol: 0.0
Structure (SMILES): O=S1(=O)CCCC1.O=S1(=O)CCCC1.BrCCBr.BrCCBr.BrCCBr.BrCCBr.BrCCBr.BrCCBr.BrCCBr.BrCCBr
E_HOMO in eV: -9.873
LUMO level in eV: -0.142

=====

# 2
Entry from OMol25: 8 unconnected molecules or ions with the total composition C25H61F3O23S7 (wB97M-V/def2-TZVPD).

Atoms and positions in Å:
1 O 1.531 2.321 -2.779
2 S 2.188 3.462 -3.377
3 O 2.129 3.702 -4.846
4 O 1.713 4.754 -2.477
5 C 1.428 4.568 -1.109
6 C -0.051 4.716 -1.003
7 C 3.969 3.537 -2.856
8 H 2.016 5.381 -0.683
9 H 1.807 3.645 -0.670
10 H -0.330 5.750 -0.800
11 H -0.429 4.025 -0.250
12 H -0.509 4.458 -1.957
13 H 4.439 2.554 -2.892
14 H 3.919 3.804 -1.800
15 H 4.509 4.273 -3.452
16 O -5.181 -1.840 3.038
17 S -6.508 -1.859 2.485
18 O -7.673 -1.332 3.170
19 O -6.386 -1.222 0.982
20 C -5.093 -1.310 0.328
21 C -5.296 -0.754 -1.046
22 C -6.871 -3.645 1.943
23 H -4.647 -2.303 0.258
24 H -4.430 -0.656 0.894
25 H -4.544 -0.889 -1.824
26 H -5.567 0.301 -1.013
27 H -6.108 -1.370 -1.431
28 H -7.317 -4.116 2.818
29 H -5.920 -4.133 1.730
30 H -7.583 -3.641 1.118
31 O 4.734 1.578 -0.252
32 S 5.385 0.432 0.357
33 O 4.684 -0.796 0.579
34 O 6.784 0.101 -0.510
35 C 7.629 1.208 -0.833
36 C 8.628 0.720 -1.892
37 C 6.219 0.953 1.911
38 H 8.208 1.632 -0.013
39 H 6.995 2.009 -1.214
40 H 9.289 1.529 -2.204
41 H 8.134 0.283 -2.760
42 H 9.254 -0.030 -1.410
43 H 6.856 0.123 2.218
44 H 5.388 1.162 2.584
45 H 6.780 1.869 1.724
46 O -1.956 -7.397 -5.524
47 S -0.661 -6.911 -5.035
48 O -0.240 -5.552 -5.381
49 O -0.654 -7.057 -3.388
50 C 0.303 -6.308 -2.591
51 C -0.487 -5.848 -1.297
52 C 0.600 -8.226 -5.410
53 H 0.791 -5.415 -2.983
54 H 1.076 -6.988 -2.234
55 H 0.089 -5.268 -0.576
56 H -0.932 -6.622 -0.672
57 H -1.243 -5.118 -1.584
58 H 1.480 -7.890 -4.861
59 H 0.603 -8.333 -6.495
60 H 0.337 -9.173 -4.938
61 O 0.427 1.780 5.264
62 S -0.431 0.749 5.881
63 O -0.620 0.835 7.326
64 O -1.960 0.858 5.175
65 C -1.957 1.039 3.773
66 C -3.308 1.144 3.175
67 C 0.069 -0.959 5.436
68 H -1.445 0.171 3.357
69 H -1.373 1.852 3.341
70 H -3.131 1.665 2.234
71 H -3.884 1.699 3.916
72 H -3.746 0.158 3.028
73 H -0.797 -1.616 5.522
74 H 0.840 -1.305 6.124
75 H 0.510 -0.967 4.439
76 O -2.462 -2.695 -3.097
77 S -3.813 -2.975 -3.591
78 O -4.845 -3.204 -2.581
79 O -4.405 -1.744 -4.580
80 C -5.698 -1.876 -5.199
81 C -6.170 -0.408 -5.094
82 C -3.794 -4.369 -4.820
83 H -6.535 -2.419 -4.758
84 H -5.606 -2.165 -6.246
85 H -6.292 -0.066 -4.066
86 H -7.063 -0.123 -5.650
87 H -5.382 0.228 -5.497
88 H -2.998 -5.101 -4.687
89 H -3.641 -3.995 -5.833
90 H -4.811 -4.760 -4.804
91 O -0.375 -1.083 1.537
92 S -0.730 -0.489 0.293
93 O -2.074 -0.095 -0.093
94 O 0.311 0.833 -0.096
95 C 1.681 0.711 0.390
96 C 1.828 1.151 1.841
97 C -0.044 -1.649 -1.018
98 H 2.288 1.425 -0.167
99 H 2.110 -0.291 0.382
100 H 2.804 1.057 2.318
101 H 1.111 0.588 2.439
102 H 1.475 2.165 2.028
103 H 0.320 -1.226 -1.954
104 H -0.955 -2.102 -1.411
105 H 0.659 -2.350 -0.569
106 C 1.636 6.534 6.593
107 C 3.148 6.543 6.254
108 O 3.453 5.785 5.093
109 C 3.677 6.358 3.908
110 O 3.878 7.569 3.765
111 C 3.562 5.449 2.690
112 F 2.728 6.068 1.867
113 F 4.770 5.480 2.198
114 F 3.113 4.192 3.028
115 H 1.286 5.501 6.591
116 H 0.996 7.011 5.851
117 H 1.383 6.999 7.545
118 H 3.441 6.038 7.175
119 H 3.564 7.550 6.222

Values from the calculation:
E in a.u.: -5806.33169
HOMO-LUMO gap in eV: 10.570
2S+1: 1
Relative energy (zero: lowest compared OMol25 entry of this formula, charge and spin) in kJ/mol: 402.7
Structure (SMILES): CCOC(=O)C(F)(F)F.CCOS(C)(=O)=O.CCOS(C)(=O)=O.CCOS(C)(=O)=O.CCOS(C)(=O)=O.CCOS(C)(=O)=O.CCOS(C)(=O)=O.CCOS(C)(=O)=O
E_HOMO in eV: -10.414
LUMO level in eV: 0.156

=====

# 3
Entry from OMol25: 15 unconnected molecules or ions with the total composition C28H73O21 (wB97M-V/def2-TZVPD).

Atoms and positions in Å:
1 C 1.687 -5.505 2.382
2 C 3.208 -5.624 2.179
3 O 3.642 -5.086 0.944
4 C 3.592 -3.666 0.886
5 C 2.738 -3.195 -0.310
6 O 1.901 -2.087 -0.057
7 C 2.567 -0.940 0.443
8 C 2.055 -0.532 1.812
9 O 0.624 -0.498 1.839
10 C 0.107 -1.633 2.519
11 C -1.296 -1.935 2.109
12 C -2.076 -1.176 1.349
13 C -3.475 -1.623 1.029
14 O -4.300 -0.833 0.624
15 C -3.793 -3.067 1.234
16 C -5.053 -3.688 0.624
17 O -4.873 -4.567 -0.250
18 O -6.105 -3.263 1.120
19 C -2.988 -3.818 1.992
20 C -1.824 -3.219 2.649
21 O -1.296 -3.736 3.625
22 H 1.455 -4.628 2.986
23 H 1.278 -6.370 2.904
24 H 1.175 -5.414 1.425
25 H 3.703 -5.105 3.009
26 H 3.496 -6.674 2.205
27 H 3.254 -3.222 1.825
28 H 4.623 -3.330 0.727
29 H 2.083 -4.019 -0.597
30 H 3.399 -3.006 -1.168
31 H 2.352 -0.106 -0.233
32 H 3.655 -1.038 0.463
33 H 2.393 0.475 2.045
34 H 2.461 -1.181 2.591
35 H 0.704 -2.518 2.281
36 H 0.186 -1.486 3.602
37 H -1.719 -0.225 0.970
38 H -3.174 -4.870 2.165
39 C -3.495 2.529 1.212
40 O -2.249 2.226 1.843
41 H -3.299 2.929 0.220
42 H -4.091 1.617 1.127
43 H -4.048 3.275 1.791
44 H -2.436 1.866 2.715
45 C -4.909 4.571 -2.035
46 O -3.812 5.150 -1.330
47 H -5.001 3.531 -1.733
48 H -5.842 5.092 -1.805
49 H -4.729 4.621 -3.112
50 H -3.737 6.069 -1.608
51 C 5.222 -0.260 4.396
52 O 4.288 0.477 3.607
53 H 5.354 -1.232 3.933
54 H 6.191 0.248 4.433
55 H 4.846 -0.400 5.408
56 H 4.162 1.338 4.014
57 C 0.833 -6.451 -2.276
58 O 1.424 -6.070 -1.039
59 H 0.043 -5.736 -2.491
60 H 1.567 -6.426 -3.088
61 H 0.394 -7.450 -2.215
62 H 2.125 -6.692 -0.826
63 C -2.733 4.588 -5.307
64 O -1.516 4.943 -4.627
65 H -2.503 4.447 -6.356
66 H -3.123 3.653 -4.902
67 H -3.481 5.378 -5.194
68 H -1.727 5.041 -3.690
69 C 1.317 2.367 -3.969
70 O -0.068 2.149 -4.190
71 H 1.837 1.443 -4.214
72 H 1.699 3.169 -4.609
73 H 1.519 2.615 -2.924
74 H -0.529 2.968 -3.976
75 C -2.525 2.059 -9.029
76 O -2.170 2.592 -7.759
77 H -3.184 2.777 -9.511
78 H -1.643 1.912 -9.658
79 H -3.055 1.109 -8.924
80 H -1.587 1.962 -7.322
81 C -2.408 8.784 -4.513
82 O -2.800 7.618 -3.802
83 H -2.971 9.621 -4.106
84 H -1.340 8.983 -4.387
85 H -2.634 8.691 -5.578
86 H -2.302 6.874 -4.160
87 C -1.895 6.205 2.320
88 O -2.301 5.099 3.111
89 H -2.407 7.087 2.699
90 H -0.815 6.369 2.387
91 H -2.170 6.060 1.271
92 H -1.848 4.318 2.769
93 C -5.316 -8.149 -0.436
94 O -4.310 -7.543 0.351
95 H -5.326 -9.213 -0.201
96 H -6.300 -7.726 -0.214
97 H -5.113 -8.027 -1.505
98 H -4.318 -6.601 0.132
99 C 0.298 1.993 3.831
100 O 1.575 2.498 4.242
101 H 0.444 1.261 3.040
102 H -0.206 1.509 4.672
103 H -0.316 2.808 3.446
104 H 1.421 3.148 4.933
105 C 0.903 2.821 0.886
106 O 2.122 3.224 1.515
107 H 1.052 2.835 -0.191
108 H 0.627 1.814 1.200
109 H 0.101 3.518 1.147
110 H 1.967 3.203 2.467
111 C 5.947 -3.828 6.062
112 O 6.271 -2.441 6.080
113 H 5.264 -3.991 5.232
114 H 6.839 -4.441 5.911
115 H 5.453 -4.130 6.989
116 H 6.875 -2.287 6.812
117 C 4.572 1.064 -2.669
118 O 4.375 -0.172 -1.995
119 H 3.959 1.808 -2.165
120 H 5.618 1.380 -2.622
121 H 4.262 0.999 -3.716
122 H 4.912 -0.839 -2.431

Values from the calculation:
E in a.u.: -2690.45192
HOMO-LUMO gap in eV: 6.889
2S+1: 1
Relative energy (zero: lowest compared OMol25 entry of this formula, charge and spin) in kJ/mol: 18.6
E_HOMO in eV: -5.002
LUMO level in eV: 1.887
Net charge: -1

=====

# 4
Entry from OMol25: a single C19H19NO6S molecule (wB97M-V/def2-TZVPD).

Atoms and positions in Å:
1 C -4.695 -1.338 -1.640
2 H -4.187 -0.902 -2.509
3 O -4.192 -2.626 -1.359
4 C -2.809 -2.685 -1.147
5 C -2.345 -2.080 0.197
6 H -1.673 -2.768 0.713
7 H -3.215 -1.872 0.828
8 O -1.600 -0.884 0.000
9 C -2.175 0.288 0.321
10 O -3.291 0.379 0.782
11 C -1.282 1.411 0.066
12 C -1.529 2.727 0.385
13 O -0.482 3.515 0.074
14 C 0.484 2.720 -0.458
15 C 1.744 3.097 -0.892
16 C 2.570 2.105 -1.378
17 C 2.143 0.772 -1.435
18 C 0.880 0.398 -1.005
19 C 0.042 1.385 -0.501
20 H 0.558 -0.630 -1.044
21 N 3.063 -0.189 -1.889
22 H 2.639 -1.065 -2.161
23 S 4.323 -0.511 -0.803
24 O 4.962 -1.697 -1.285
25 O 5.090 0.681 -0.630
26 C 3.383 -0.864 0.680
27 C 3.020 0.180 1.508
28 C 2.150 -0.068 2.558
29 C 1.659 -1.348 2.761
30 C 2.041 -2.388 1.929
31 C 2.904 -2.144 0.873
32 H 3.222 -2.927 0.202
33 H 1.662 -3.385 2.097
34 H 0.976 -1.536 3.576
35 H 1.853 0.737 3.212
36 H 3.424 1.161 1.320
37 H 3.571 2.329 -1.706
38 H 2.062 4.126 -0.847
39 C -2.721 3.364 0.989
40 H -2.425 3.983 1.834
41 H -3.417 2.596 1.310
42 H -3.208 4.008 0.258
43 H -2.567 -3.750 -1.171
44 H -2.267 -2.178 -1.960
45 H -5.751 -1.470 -1.865
46 H -4.591 -0.659 -0.788

Values from the calculation:
E in a.u.: -1639.79781
HOMO-LUMO gap in eV: 9.174
2S+1: 1
Relative energy (zero: lowest compared OMol25 entry of this formula, charge and spin) in kJ/mol: 120.1
Structure (SMILES): COCCOC(=O)c1c(C)oc2ccc(NS(=O)(=O)c3ccccc3)cc12
E_HOMO in eV: -8.764
LUMO level in eV: 0.410

=====

# 5
Entry from OMol25: a single C5H8N2 molecule (wB97M-V/def2-TZVPD).

Atoms and positions in Å:
1 C 2.195 -0.465 0.034
2 C 0.731 -0.158 0.009
3 C -0.277 -0.871 -0.546
4 C -1.540 -0.200 -0.233
5 N -2.767 -0.526 -0.358
6 C -1.143 1.128 0.400
7 N 0.274 0.949 0.707
8 H 2.484 -0.829 1.026
9 H 2.450 -1.226 -0.706
10 H 2.793 0.432 -0.171
11 H -0.175 -1.825 -1.049
12 H -1.747 1.335 1.286
13 H -2.848 -1.448 -0.789
14 H -1.295 1.936 -0.329
15 H 0.866 1.767 0.719

Values from the calculation:
E in a.u.: -304.81605
HOMO-LUMO gap in eV: 8.953
2S+1: 1
Relative energy (zero: lowest compared OMol25 entry of this formula, charge and spin) in kJ/mol: 51.0
Structure (SMILES): [H]/N=C1\C=C(C)NC1
E_HOMO in eV: -8.086
LUMO level in eV: 0.867

=====

# 6
Entry from OMol25: a molecular structure, C4H10N2 (wB97M-V/def2-TZVPD).

Atoms and positions in Å:
1 C -0.847 0.343 -1.573
2 C 0.374 1.514 1.165
3 N -0.179 0.211 0.823
4 N -1.209 -0.899 -1.552
5 C 0.784 -0.845 0.743
6 C 0.949 -1.546 -0.371
7 H -0.968 -0.030 1.414
8 H -2.166 -1.102 -1.287
9 H -0.260 -1.786 -1.307
10 H 1.382 -0.977 1.645
11 H -1.452 1.131 -1.139
12 H 0.182 0.533 -1.837
13 H 1.856 -2.139 -0.455
14 H -0.426 2.259 1.190
15 H 0.882 1.530 2.140
16 H 1.098 1.802 0.400

Values from the calculation:
E in a.u.: -267.73887
HOMO-LUMO gap in eV: 8.336
2S+1: 1
Relative energy (zero: lowest compared OMol25 entry of this formula, charge and spin) in kJ/mol: 489.5
E_HOMO in eV: -7.496
LUMO level in eV: 0.840

=====

# 7
Entry from OMol25: a molecular structure, C3H4N2O (wB97M-V/def2-TZVPD).

Atoms and positions in Å:
1 O 2.243 0.153 -0.302
2 C 0.874 -0.004 -0.273
3 N 0.209 -1.160 -0.218
4 N -1.115 -0.891 -0.162
5 C -1.526 0.357 -0.149
6 C 0.317 1.219 -0.371
7 H 2.637 -0.512 -0.867
8 H -1.677 -1.757 -0.123
9 H -2.653 0.405 -0.106
10 H 0.692 2.189 -0.005

Values from the calculation:
E in a.u.: -301.29857
HOMO-LUMO gap in eV: 9.251
2S+1: 1
Relative energy (zero: lowest compared OMol25 entry of this formula, charge and spin) in kJ/mol: 495.3
E_HOMO in eV: -8.325
LUMO level in eV: 0.926

=====

# 8
Entry from OMol25: 13 unconnected molecules or ions with the total composition H26O13 (wB97M-V/def2-TZVPD).

Atoms and positions in Å:
1 O 2.388 12.698 28.707
2 H 1.501 12.452 28.971
3 H 2.462 13.622 28.945
4 O -0.733 9.949 28.815
5 H -1.385 10.223 28.170
6 H -0.786 8.993 28.819
7 O 0.714 9.627 31.043
8 H 1.286 9.182 30.417
9 H -0.101 9.772 30.562
10 O 4.348 10.090 29.042
11 H 4.331 10.689 29.789
12 H 3.558 10.302 28.545
13 O -1.034 8.929 25.560
14 H -0.629 8.402 26.249
15 H -1.396 8.288 24.948
16 O 5.780 8.318 27.551
17 H 5.204 7.656 27.170
18 H 5.195 8.882 28.057
19 O 4.037 12.110 26.578
20 H 3.559 12.271 27.392
21 H 3.706 11.267 26.267
22 O 2.139 9.949 27.257
23 H 2.389 9.056 27.018
24 H 1.402 9.840 27.858
25 O 0.360 11.517 26.072
26 H 1.129 10.953 26.152
27 H 0.680 12.391 26.295
28 O 2.343 7.486 25.274
29 H 2.206 7.098 24.410
30 H 2.770 8.324 25.095
31 O 1.963 7.862 29.133
32 H 2.673 7.283 29.411
33 H 1.254 7.270 28.882
34 O 4.668 6.428 25.626
35 H 4.064 7.145 25.433
36 H 4.100 5.681 25.815
37 O -0.357 12.760 28.761
38 H -1.248 13.087 28.640
39 H -0.398 11.844 28.487

Values from the calculation:
E in a.u.: -993.68087
HOMO-LUMO gap in eV: 9.366
2S+1: 1
Relative energy (zero: lowest compared OMol25 entry of this formula, charge and spin) in kJ/mol: 242.5
E_HOMO in eV: -10.152
LUMO level in eV: -0.785